1.
The following is a DFT calculation (ωB97M-V with the def2-TZVPD basis set) of a molecular structure, CH3I2NS2.

Computed properties:
Frontier orbital gap (alpha / beta)   5.4482 / 5.4633 eV
ΔE to the lowest compared entry with this formula, charge and spin   54.7 kcal per mole

Geometry as ORCA input:
```
! RIJCOSX wB97M-V def2-TZVPD def2/J DEFGRID3
* xyz 0 1
C 0.23 -0.05 0.19
N 1.27 -0.08 1.11
S 2.49 -2.72 -0.17
S 2.50 0.78 1.36
I 4.32 -1.37 -0.13
I 2.88 2.53 -0.24
H 0.02 -0.97 -0.32
H -0.84 0.22 0.49
H 0.32 0.53 -0.75
*
```

Atomic partial charges in e from the natural (NBO) method, atoms 1 to 8: C -0.4907; N -0.6222; S -0.4943; S 0.7395; I 0.1937; I -0.0213; H 0.2535; H 0.2295


2.
The following is a DFT calculation (ωB97M-V with the def2-TZVPD basis set) of a molecular structure, CH3I2O2P.

Computed properties:
Frontier orbital gap (alpha / beta)   6.2607 / 3.9263 eV
ΔE to the lowest compared entry with this formula, charge and spin   76.9 kcal per mole

Geometry as ORCA input:
```
! RIJCOSX wB97M-V def2-TZVPD def2/J DEFGRID3
* xyz 0 3
C -1.67 -0.02 -0.73
O 0.96 1.06 2.33
O 1.57 -0.98 1.07
P 0.76 0.43 1.05
I 1.72 -2.15 -0.53
I 1.92 1.67 -0.82
H -0.98 -0.87 -1.02
H -2.67 -0.12 -0.31
H -1.62 0.97 -1.03
*
```

Atomic partial charges in e from the natural (NBO) method, atoms 1 to 8: C -0.5677; O -1.0480; O -1.0340; P 1.4136; I 0.4723; I 0.2533; H 0.1800; H 0.1735


3.
The following is a DFT calculation (ωB97M-V with the def2-TZVPD basis set) of a single CH3I2OPS molecule.

Computed properties:
Frontier orbital gap (alpha / beta)   7.5617 / 5.9354 eV
ΔE to the lowest compared entry with this formula, charge and spin   52.1 kcal per mole

Geometry as ORCA input:
```
! RIJCOSX wB97M-V def2-TZVPD def2/J DEFGRID3
* xyz 0 1
C 1.00 0.19 1.72
O 1.86 -2.20 0.89
P 0.85 -1.03 4.89
S 0.57 -1.47 0.97
I -0.65 -2.37 3.52
I -0.22 1.22 5.01
H 1.75 -0.20 2.39
H 0.05 0.69 1.99
H 1.42 0.78 0.97
*
```

Atomic partial charges in e from the natural (NBO) method, atoms 1 to 8: C -0.8190; O -0.8414; P 0.1096; S 0.9278; I 0.0199; I -0.1157; H 0.2428; H 0.2420


4.
The following is a DFT calculation (ωB97M-V with the def2-TZVPD basis set) of a single CH3IN2 molecule.

Computed properties:
Frontier orbital gap (alpha / beta)   8.8215 / 8.4026 eV
ΔE to the lowest compared entry with this formula, charge and spin   81.6 kcal per mole
SMILES   C/N=N/I

Geometry as ORCA input:
```
! RIJCOSX wB97M-V def2-TZVPD def2/J DEFGRID3
* xyz 0 1
C 0.09 0.56 0.80
N -0.03 0.35 -0.59
N 0.07 -1.33 -0.92
I -0.40 -1.58 -2.77
H 0.67 -0.26 1.32
H -1.01 0.66 1.22
H 0.61 1.60 0.95
*
```

The net atomic charges from natural (NBO), expressed in e, are: C -0.5322; N -0.1187; N -0.4621; I 0.4231; H 0.2230; H 0.2369; H 0.2299


5.
The following is a DFT calculation (ωB97M-V with the def2-TZVPD basis set) of 2 unconnected molecules or ions with the total composition CH3IN4.

Computed properties:
Frontier orbital gap (alpha / beta)   8.4366 / 6.1742 eV
ΔE to the lowest compared entry with this formula, charge and spin   8.7 kcal per mole

Geometry as ORCA input:
```
! RIJCOSX wB97M-V def2-TZVPD def2/J DEFGRID3
* xyz 0 3
C 1.94 -1.72 -0.63
N 0.95 -2.72 -0.24
N -0.16 -2.24 -0.26
N 1.02 -0.69 -1.12
N -0.12 -1.01 -0.86
I -2.56 1.20 1.20
H 2.51 -1.28 0.24
H 2.79 -1.92 -1.38
H -3.63 1.44 0.20
*
```

Atomic partial charges in e from the natural (NBO) method, atoms 1 to 8: C -0.1735; N -0.1588; N 0.0089; N -0.1528; N 0.0318; I -0.0769; H 0.2093; H 0.2315


6.
The following is a DFT calculation (ωB97M-V with the def2-TZVPD basis set) of 2 unconnected molecules or ions with the total composition CH3IO.

Computed properties:
Frontier orbital gap   10.7555 eV
ΔE to the lowest compared entry with this formula, charge and spin   13.0 kcal per mole
SMILES   C=O.I

Geometry as ORCA input:
```
! RIJCOSX wB97M-V def2-TZVPD def2/J DEFGRID3
* xyz 0 1
C 1.20 -0.11 -0.25
O 0.65 0.92 -0.33
H 2.22 -0.22 -0.71
H 0.78 -0.89 0.44
I -2.94 -0.07 -0.09
H -1.92 0.37 0.94
*
```

The net atomic charges from natural (NBO), expressed in e, are: C 0.2812; O -0.4932; H 0.1083; H 0.1036; I -0.0895; H 0.0895


7.
The following is a DFT calculation (ωB97M-V with the def2-TZVPD basis set) of a single CH3IO2 molecule.

Computed properties:
Frontier orbital gap   8.6557 eV
ΔE to the lowest compared entry with this formula, charge and spin   50.9 kcal per mole
SMILES   OCOI

Geometry as ORCA input:
```
! RIJCOSX wB97M-V def2-TZVPD def2/J DEFGRID3
* xyz 0 1
O 0.33 1.08 0.01
C 0.13 -0.25 0.11
O 1.46 -1.04 -0.23
I 3.16 -0.01 0.20
H -0.22 1.35 -0.77
H 0.03 -0.40 1.24
H -0.49 -0.86 -0.46
*
```

The net atomic charges from natural (NBO), expressed in e, are: O -0.6729; C 0.2222; O -0.7476; I 0.3809; H 0.4845; H 0.1496; H 0.1834


8.
The following is a DFT calculation (ωB97M-V with the def2-TZVPD basis set) of a gas-phase ion, CH3IO2P (charge -1).

Computed properties:
Frontier orbital gap   8.2335 eV
ΔE to the lowest compared entry with this formula, charge and spin   5.1 kcal per mole
SMILES   C[P@](=O)([O-])I

Geometry as ORCA input:
```
! RIJCOSX wB97M-V def2-TZVPD def2/J DEFGRID3
* xyz -1 1
C -0.80 -0.58 0.10
P 0.59 0.80 -0.04
O 0.60 1.53 1.25
O 0.67 1.50 -1.37
I 2.38 -0.95 -0.11
H -1.66 0.07 -0.17
H -0.77 -1.28 -0.75
H -1.02 -1.09 1.09
*
```

The net atomic charges from natural (NBO), expressed in e, are: C -1.0001; P 2.0528; O -1.1351; O -1.1261; I -0.4475; H 0.2081; H 0.2191; H 0.2288


9.
The following is a DFT calculation (ωB97M-V with the def2-TZVPD basis set) of 2 unconnected molecules or ions with the total composition CH3IO2S.

Computed properties:
Frontier orbital gap   8.7307 eV
ΔE to the lowest compared entry with this formula, charge and spin   34.8 kcal per mole

Geometry as ORCA input:
```
! RIJCOSX wB97M-V def2-TZVPD def2/J DEFGRID3
* xyz 0 1
C -0.94 0.44 -0.24
O 0.06 -0.14 -0.46
O 3.29 -2.40 0.82
S 2.32 -1.65 0.07
I 3.13 0.63 -0.27
H 1.17 -1.19 1.00
H -0.85 1.53 -0.03
H -1.89 -0.16 -0.35
*
```

The net atomic charges from natural (NBO), expressed in e, are: C 0.2848; O -0.5357; O -0.9130; S 0.9580; I -0.1042; H 0.0581; H 0.1280; H 0.1239


10.
The following is a DFT calculation (ωB97M-V with the def2-TZVPD basis set) of a single CH3IOS2 molecule.

Computed properties:
Frontier orbital gap (alpha / beta)   7.3248 / 7.8239 eV
ΔE to the lowest compared entry with this formula, charge and spin   73.8 kcal per mole

Geometry as ORCA input:
```
! RIJCOSX wB97M-V def2-TZVPD def2/J DEFGRID3
* xyz 0 1
C -0.06 1.71 0.18
O -0.72 -0.64 1.25
S 0.09 -2.78 -0.94
S 0.37 -1.59 0.86
I 1.72 0.85 -0.19
H -0.08 2.16 1.12
H -0.58 2.08 -0.71
H -0.75 -1.80 -1.57
*
```

The net atomic charges from natural (NBO), expressed in e, are: C -0.5480; O -0.8267; S -0.2565; S 0.8020; I 0.2704; H 0.1882; H 0.2029; H 0.1676


11.
The following is a DFT calculation (ωB97M-V with the def2-TZVPD basis set) of 2 unconnected molecules or ions with the total composition CH3IS2.

Computed properties:
Frontier orbital gap (alpha / beta)   6.0648 / 7.5140 eV
ΔE to the lowest compared entry with this formula, charge and spin   29.1 kcal per mole

Geometry as ORCA input:
```
! RIJCOSX wB97M-V def2-TZVPD def2/J DEFGRID3
* xyz 0 1
C -0.49 0.72 0.97
S -0.35 0.87 -0.92
S -0.42 -0.98 -1.46
I 2.66 -2.45 -2.62
H -1.46 0.88 1.58
H 0.31 1.30 1.36
H -0.25 -0.35 1.09
*
```

The net atomic charges from natural (NBO), expressed in e, are: C -0.7545; S 0.2630; S -0.1502; I -0.0603; H 0.2421; H 0.2214; H 0.2384


12.
The following is a DFT calculation (ωB97M-V with the def2-TZVPD basis set) of a gas-phase ion, CH3N2O (charge -1).

Computed properties:
Frontier orbital gap (alpha / beta)   6.5953 / 6.6012 eV
ΔE to the lowest compared entry with this formula, charge and spin   38.2 kcal per mole

Geometry as ORCA input:
```
! RIJCOSX wB97M-V def2-TZVPD def2/J DEFGRID3
* xyz -1 1
C -0.30 -0.37 0.13
N -1.19 0.79 -0.11
N 1.06 0.13 0.39
O 1.88 -0.15 -0.55
H -0.80 -0.80 1.08
H -0.12 -1.16 -0.69
H -0.53 1.56 -0.27
*
```

The net atomic charges from natural (NBO), expressed in e, are: C -0.1643; N -1.0225; N 0.0692; O -0.4375; H 0.1695; H 0.1031; H 0.2824